1.
{"formula": "C20H61NO11", "method": "ωB97M-V/def2-TZVPD", "species": ["H", "H", "H", "O", "O", "C", "O", "H", "C", "H", "C", "H", "O", "H", "H", "H", "C", "H", "O", "H", "H", "H", "H", "C", "H", "H", "C", "H", "H", "O", "H", "C", "C", "C", "O", "O", "H", "H", "H", "H", "H", "H", "H", "H", "H", "H", "C", "H", "H", "H", "H", "H", "H", "H", "C", "C", "C", "C", "H", "H", "H", "H", "H", "C", "H", "H", "H", "H", "H", "H", "O", "C", "C", "O", "H", "H", "H", "O", "H", "H", "H", "C", "H", "N", "H", "H", "H", "H", "H", "H", "C", "H", "C"], "coordinates": [[-2.18286, 4.10534, 0.98652], [-2.48682, -3.91878, 4.03844], [2.19877, 2.95525, -3.53325], [1.73725, 1.37087, 2.42549], [-2.37101, -0.64657, -2.95577], [2.86925, -3.39210, -0.81485], [-2.82463, 1.32183, 2.94400], [3.27749, -2.74045, -0.04232], [-3.22548, 4.27030, 0.71478], [-4.54513, 3.81124, -0.99381], [3.27361, 3.23323, -2.00728], [5.13466, -0.62593, -1.16437], [2.08714, 2.79597, -2.59316], [2.36360, -4.14878, -0.21496], [4.52329, 0.40522, -2.52285], [-3.44233, 5.33442, 0.80817], [-4.04833, -3.71758, -1.28789], [2.14453, -2.93208, -1.48661], [-3.09760, -0.47473, 0.68020], [-1.42118, 2.94447, 2.98815], [-1.18554, 2.85011, -0.34572], [3.27221, 0.33020, 1.60714], [3.50306, -4.95171, -2.30217], [-1.44572, -0.80338, -4.01322], [1.93722, 0.00350, -0.59911], [-1.41433, 2.31146, -2.11489], [6.02409, -1.16304, -3.04038], [-3.14094, 4.44893, -1.53868], [-4.35413, -4.62271, -0.76317], [-3.10720, 2.48045, -0.91228], [-4.60663, 0.66918, 0.59422], [-3.49219, 3.67911, 3.10407], [3.90652, -4.13562, -1.70274], [0.95525, -0.23715, -1.00645], [-1.63833, -3.62698, 2.09066], [-2.87193, -3.09147, -0.80167], [-1.12155, -0.23103, 1.20362], [2.19139, -0.63523, 2.35785], [6.94998, -0.59090, -2.98137], [-1.00608, -1.80023, -4.04649], [2.65862, 0.77668, 4.59889], [5.63742, -5.00614, -1.34270], [-1.70570, 1.18693, -0.91652], [-3.51859, -3.16960, 2.76887], [4.08216, 3.13017, 0.04363], [-3.90186, 2.66867, 1.37135], [3.15948, 2.86845, -0.47432], [3.42157, 4.27188, -2.30295], [0.61170, -1.94070, 0.40885], [4.17373, 2.72722, -2.35634], [-2.01467, -3.24529, 1.29423], [-0.56032, -0.18184, -3.87963], [-4.96952, -3.13828, -1.22523], [-2.37020, -0.63993, 3.24167], [-3.49246, 3.83187, -0.71178], [0.15187, -1.00635, 0.08691], [-2.74779, -3.91077, 2.98018], [-1.74302, 2.26445, -1.07669], [-3.03558, -0.09019, 1.55762], [2.91887, 1.80536, -0.48137], [1.02055, 1.02260, 1.89009], [-3.20531, -4.86663, 2.72501], [0.49479, 0.68431, -1.36278], [-2.02401, 0.31489, 3.63736], [-0.94164, 0.44288, 3.62326], [-1.94648, -0.52369, -4.94010], [1.02419, -0.85181, -1.90397], [2.37965, 3.41928, 0.05156], [-3.14538, 4.68532, 3.33935], [-0.81711, -1.35706, -0.26831], [4.86605, -4.71371, -0.85170], [2.66611, 0.33361, 2.51308], [3.41355, 0.54501, 3.84755], [5.80892, -1.30141, -4.33486], [-4.67281, -0.54724, -0.67885], [-2.97906, -2.18764, -1.10699], [-3.93814, -3.73045, -2.37223], [-0.20303, -0.01101, 1.03182], [6.26229, -2.16257, -2.67665], [-4.17525, 3.41522, 3.91146], [4.07840, 1.40871, 3.83817], [-2.41492, 2.67272, 3.34415], [-5.02032, -1.02390, 1.04830], [-4.01185, 3.60569, 1.73191], [-2.35550, 0.33420, 4.67555], [5.62830, -0.42454, -4.68137], [4.22599, -3.46782, -2.50279], [-2.14468, 0.10526, -2.40339], [3.82586, -0.40595, 4.18486], [3.93675, -1.24985, -2.19625], [4.80966, -0.59712, -2.20440], [-2.07398, 2.78234, 4.37363], [-4.44678, -0.38657, 0.37528]], "atomic_forces_ev_per_a": [[0.527, 0.322, -0.493], [0.397, 0.203, -0.227], [-0.349, -0.143, -0.730], [-0.535, 0.569, 0.090], [-0.445, -0.480, 0.646], [0.130, -1.681, -0.513], [1.471, 0.998, 1.012], [0.386, 0.432, -0.638], [0.490, 1.764, 0.461], [-0.462, 0.087, 0.797], [0.151, -0.102, 1.904], [0.065, 0.521, 0.236], [-0.304, -0.499, -0.158], [-0.328, -0.143, -0.115], [0.003, -0.004, 0.132], [0.285, 0.301, -0.219], [-0.616, 0.614, -0.863], [-0.010, 0.319, 0.336], [1.834, -1.212, -0.055], [0.008, -0.267, -1.581], [0.579, -0.294, -0.340], [0.935, 0.461, 0.107], [-0.929, -0.116, 0.211], [0.641, 0.477, -0.058], [0.084, -0.080, -0.283], [0.191, 1.101, -0.158], [-0.109, 0.092, 3.533], [1.002, 0.467, 0.480], [0.924, -0.355, -0.323], [-1.155, 0.493, 0.014], [-1.352, 0.071, -0.267], [0.191, -0.686, -0.626], [-0.985, 0.379, 0.076], [-0.441, -1.262, 0.285], [-0.294, -0.323, 1.386], [-0.743, -0.285, 0.766], [-0.050, 0.464, 0.347], [-0.372, -0.347, 0.991], [0.060, 0.537, 1.190], [-0.571, -0.328, -0.034], [-0.219, 0.062, -0.052], [-0.027, 0.043, -0.163], [0.789, -0.013, 0.854], [-0.180, 0.191, 0.463], [0.204, -0.444, -0.001], [-0.605, -0.817, 0.799], [0.088, 1.130, -1.496], [0.162, 0.410, 0.727], [0.634, 0.414, 0.756], [0.016, -0.368, -0.402], [-0.143, 0.014, -0.440], [-0.108, 0.427, -0.057], [0.006, 0.811, 0.652], [0.489, -0.133, -0.083], [-0.924, -0.990, -0.599], [-0.512, 1.112, -2.309], [0.028, 0.295, -1.482], [-0.147, -1.416, -0.129], [0.128, 0.394, -0.007], [0.276, 0.115, 0.415], [-0.550, 0.114, -0.357], [0.122, -0.290, 0.082], [-0.171, 0.020, 0.486], [-1.491, 0.541, 0.432], [-0.054, 0.150, -0.560], [0.227, -0.232, -0.181], [0.492, -0.152, 0.028], [-0.248, -0.091, -0.250], [0.179, 0.045, -0.167], [0.041, -0.123, -0.759], [0.798, 0.298, 0.421], [0.638, 0.159, 0.018], [-0.958, -0.819, -0.432], [-1.326, -0.462, -4.220], [0.262, -0.278, 0.070], [0.624, 0.436, -0.036], [-0.022, -1.240, -0.172], [0.036, -0.561, 1.158], [0.032, -0.090, 0.406], [-1.099, 0.272, -0.609], [0.314, -0.390, -0.207], [1.783, -0.424, 0.266], [-0.399, -0.122, -0.262], [-1.105, -0.713, -0.384], [0.156, -0.046, 0.255], [-0.206, 0.133, -0.505], [0.960, 0.397, 0.382], [0.140, 0.046, -0.188], [0.739, 0.258, -0.074], [0.047, -0.025, -0.591], [1.377, -0.626, -0.129], [-0.914, -0.869, 0.932], [-0.683, 1.385, 0.379]], "lumo_ev": [2.3, 2.2], "total_charge": -1, "homo_lumo_gap_ev": [1.57, 9.20], "multiplicity": 2, "e_homo_ev": [0.7, -7.0]}

2.
{"formula": "C4H12N2O", "method": "ωB97M-V/def2-TZVPD", "species": ["H", "H", "H", "H", "H", "H", "O", "C", "H", "H", "N", "C", "H", "H", "H", "C", "H", "N", "C"], "coordinates": [[-0.13932, 0.77835, -1.49490], [0.40731, -3.11134, -0.58289], [-1.53209, 0.38156, -0.54570], [0.03141, -1.56578, -2.34824], [1.01887, -3.21675, 1.00621], [0.64917, 4.57209, 2.27477], [0.75564, 5.32441, 1.55370], [-0.92666, -1.12031, -2.00995], [-0.38185, 1.15103, 1.44639], [-0.13504, -0.05894, 2.40313], [-0.59945, 0.16733, 1.52531], [-0.62989, -0.07718, -0.97779], [0.47917, 4.90077, 0.78292], [2.04130, -0.96020, 0.64846], [-1.47132, -0.52135, -2.83372], [1.02908, -1.34249, 0.41640], [-1.58685, -1.96731, -1.76157], [1.05856, -2.79084, 0.13886], [-0.06804, -0.54305, 0.35861]], "atomic_forces_ev_per_a": [[0.609, -0.683, 0.801], [0.117, -0.039, 0.873], [-0.593, 0.042, -1.083], [-0.579, 0.358, -0.307], [-0.483, -1.296, 1.552], [0.379, 2.485, -2.209], [0.345, -1.457, 4.360], [-0.628, 0.294, -1.896], [-0.644, 0.819, -0.200], [0.026, -0.764, -0.309], [2.251, 0.530, -1.277], [-2.456, 0.006, 2.264], [-0.724, -1.020, -2.150], [-0.862, -0.326, 1.653], [1.112, -1.367, 0.718], [0.973, -1.873, 0.536], [0.162, 0.547, 0.442], [0.785, 2.655, -3.617], [0.209, 1.091, -0.152]], "lumo_ev": 0.3, "total_charge": 0, "homo_lumo_gap_ev": 7.42, "e_homo_ev": -7.2}

3.
{"formula": "C2HF5NO5S2V", "method": "ωB97M-V/def2-TZVPD", "species": ["H", "F", "O", "O", "O", "C", "F", "F", "O", "O", "F", "S", "C", "N", "V", "S", "F"], "coordinates": [[1.47971, 4.25773, -0.69562], [1.41014, 1.89216, 0.47162], [-2.58213, 0.11148, -0.00436], [1.90997, 5.03937, -1.11478], [-1.27694, 2.15414, -0.37584], [-0.81467, -2.61959, -0.49725], [-0.19154, -2.24367, -1.63333], [2.28733, -0.01870, 0.08244], [-1.23840, -1.60345, 1.82886], [1.21231, -2.12389, 1.59166], [-0.45752, -3.91120, -0.28894], [-1.44392, 0.98021, 0.49622], [1.19285, 0.71695, -0.11849], [0.04368, -0.11169, 0.40369], [-2.63053, -1.77996, 0.33625], [-0.00935, -1.65484, 0.95312], [1.10902, 0.91497, -1.43527]], "atomic_forces_ev_per_a": [[0.184, 0.397, -0.242], [-0.883, -0.426, 0.122], [-0.184, -0.665, -1.124], [-0.224, -0.433, 0.243], [0.428, -2.130, 0.261], [0.356, 0.320, 0.276], [-0.194, 0.103, 0.084], [0.316, -0.017, 0.101], [0.364, -0.280, -0.501], [-1.834, 0.845, -1.046], [-0.226, -0.071, 0.103], [-1.029, 3.406, 1.893], [0.572, -2.484, -0.092], [1.153, 2.281, -1.520], [-0.116, -0.539, -0.056], [1.847, -0.476, 1.025], [-0.530, 0.168, 0.472]], "lumo_ev": [-1.6, -1.6], "total_charge": 0, "homo_lumo_gap_ev": [8.14, 8.28], "multiplicity": 5, "e_homo_ev": [-9.7, -9.9]}

4.
{"formula": "C3HNO2", "method": "ωB97M-V/def2-TZVPD", "species": ["O", "N", "C", "H", "C", "C", "O"], "coordinates": [[-1.28249, -1.49204, -0.07014], [2.61098, -0.31096, 0.32315], [-1.11349, -0.32927, 0.17463], [-1.88914, 0.33933, 0.59294], [1.50527, -0.06999, 0.08213], [0.15407, 0.42342, -0.23507], [0.01481, 1.43951, -0.86764]], "atomic_forces_ev_per_a": [[0.250, 0.540, 0.227], [-1.186, 0.098, -0.182], [-0.125, -0.478, -0.077], [0.025, -0.115, -0.063], [0.995, -0.215, 0.158], [-0.028, 0.517, -0.377], [0.068, -0.347, 0.315]], "lumo_ev": -1.6, "total_charge": 0, "homo_lumo_gap_ev": 9.52, "e_homo_ev": -11.1}